Formula: C2H7N3S
Source: the OMol25 dataset
Level of theory: the ωB97M-V functional and the def2-TZVPD basis

```
13
C2H7N3S, DFT the ωB97M-V functional and the def2-TZVPD basis
C -0.83 0.20 2.12
N 0.24 -0.32 1.27
N -0.05 -0.11 -0.06
C 0.92 -0.06 -0.88
N 0.75 0.16 -2.25
S -0.79 0.33 -2.91
H -0.62 -0.01 3.18
H -1.02 1.26 1.98
H -1.76 -0.31 1.85
H 1.13 0.17 1.60
H 1.98 -0.14 -0.60
H 1.40 -0.35 -2.82
H -1.35 -0.82 -2.48
```

Calculated values
SMILES string = CN/N=C/NS
E_tot = -17491.237 eV
ΔE to the lowest compared entry with this formula, charge and spin = 38.63 kcal/mol
HOMO energy = -8.156 eV
frontier orbital gap = 9.06 eV



Formula: C5H13NO2
Source: the OMol25 dataset
Level of theory: the ωB97M-V functional and the def2-TZVPD basis

```
21
C5H13NO2, DFT the ωB97M-V functional and the def2-TZVPD basis
C -1.03 -1.29 1.77
C -0.86 -0.63 0.40
N 0.30 0.29 0.29
C -0.05 1.71 0.71
C 1.52 -0.04 -0.14
C 1.88 -1.50 -0.28
O 2.46 0.74 -0.40
H -0.12 -1.88 2.00
H -1.89 -1.98 1.71
H -1.20 -0.58 2.60
H -0.66 -1.41 -0.36
H -1.82 -0.14 0.14
H -0.67 2.29 0.01
H 0.89 2.26 0.88
H -0.58 1.62 1.67
H 1.43 -2.20 0.45
H 2.98 -1.57 -0.20
H 1.58 -1.82 -1.29
O -1.47 1.65 -3.38
H -1.74 2.43 -3.92
H -0.95 2.04 -2.64
```

Calculated values
SMILES string = CCN(C)C(C)=O.O
E_tot = -10980.837 eV
ΔE to the lowest compared entry with this formula, charge and spin = 24.04 kcal/mol
HOMO energy = -9.314 eV
frontier orbital gap = 9.99 eV



Formula: C6H5NO
Source: the OMol25 dataset
Level of theory: the ωB97M-V functional and the def2-TZVPD basis

```
13
C6H5NO, DFT the ωB97M-V functional and the def2-TZVPD basis
C 1.88 -0.34 0.07
C 0.55 -0.42 -0.15
C -0.17 -1.66 -0.11
N -1.46 -1.59 -0.16
C -1.88 -0.21 -0.04
O -3.03 -0.07 0.10
C -0.62 0.59 -0.37
C -0.35 1.89 0.01
H 2.84 -0.99 0.18
H 2.43 0.69 0.04
H 0.40 -2.71 0.46
H 0.70 2.10 -0.25
H -1.28 2.73 0.24
```

Calculated values
SMILES string = C=C1C=NC(=O)C1=C
E_tot = -9835.778 eV
ΔE to the lowest compared entry with this formula, charge and spin = 79.10 kcal/mol
HOMO energy = -9.593 eV
frontier orbital gap = 9.09 eV



Formula: C31H43BBrNO9SSi2
Source: the OMol25 dataset
Level of theory: the ωB97M-V functional and the def2-TZVPD basis

```
89
C31H43BBrNO9SSi2, DFT the ωB97M-V functional and the def2-TZVPD basis
C 0.44 -4.68 0.98
C 0.22 -3.41 0.17
C 1.05 -3.50 -1.11
C 0.69 -2.53 -2.26
Si -0.09 -0.87 -1.83
C 0.34 0.34 -3.24
N -0.57 1.48 -3.49
C -1.06 2.19 -2.33
C -1.99 -1.11 -1.79
C -2.72 -1.04 -3.09
O -3.74 -0.40 -3.26
Br -2.03 -2.03 -4.64
O 0.29 -0.28 -0.32
Si 1.82 0.35 -0.02
C 3.20 -0.72 -0.73
S 4.82 0.06 -0.49
C 5.84 -1.00 -1.56
C 7.08 -0.24 -2.03
B 2.07 0.42 1.99
O 1.11 -0.15 2.78
C 3.33 1.04 2.70
C 3.85 2.34 2.08
H 0.01 -5.54 0.51
H 1.52 -4.80 1.07
H 0.09 -4.56 2.00
H -0.84 -3.28 -0.02
H 0.62 -2.61 0.77
H 0.91 -4.51 -1.50
H 2.10 -3.44 -0.88
H 1.57 -2.33 -2.86
H -0.02 -3.02 -2.92
H 0.32 -0.27 -4.13
H 1.36 0.72 -3.17
H -1.31 1.24 -4.13
H -1.33 3.20 -2.63
H -0.29 2.30 -1.59
H -1.97 1.77 -1.91
H -2.19 -2.09 -1.38
H -2.47 -0.40 -1.13
H 1.90 1.70 -0.62
H 3.08 -0.86 -1.80
H 3.22 -1.66 -0.19
H 6.12 -1.90 -1.02
H 5.22 -1.26 -2.40
H 7.07 0.79 -1.71
H 7.10 -0.24 -3.11
H 7.98 -0.72 -1.70
H 0.22 0.20 2.60
H 4.11 0.29 2.77
H 3.03 1.22 3.73
H 4.83 2.21 1.64
H 3.18 2.76 1.34
H 3.94 3.09 2.86
C -2.61 -9.72 0.78
C -2.10 -8.87 -0.11
C -0.66 -8.52 -0.10
O -0.19 -7.74 -0.91
C 0.20 -9.14 0.94
C -0.31 -9.99 1.83
C -1.76 -10.34 1.82
O -2.22 -11.12 2.63
H -3.65 -9.99 0.79
H -2.70 -8.40 -0.88
H 1.24 -8.87 0.93
H 0.29 -10.45 2.60
C -4.91 3.99 1.96
C -4.06 3.18 2.59
C -2.76 2.83 1.98
O -1.99 2.08 2.55
C -2.43 3.41 0.66
C -3.28 4.21 0.03
C -4.59 4.57 0.64
O -5.36 5.31 0.07
H -5.88 4.26 2.38
H -4.28 2.74 3.55
H -1.47 3.14 0.24
H -3.06 4.65 -0.93
C -0.64 8.63 1.61
C -1.22 9.83 1.67
C -2.68 9.99 1.48
O -3.21 11.07 1.54
C -3.47 8.76 1.22
C -2.89 7.56 1.15
C -1.43 7.41 1.34
O -0.89 6.32 1.29
H 0.43 8.50 1.74
H -0.66 10.74 1.87
H -4.54 8.89 1.08
H -3.47 6.66 0.95
```

Calculated values
E_tot = -150071.449 eV
ΔE to the lowest compared entry with this formula, charge and spin = 0.00 kcal/mol
HOMO energy = -8.353 eV
frontier orbital gap = 6.66 eV



Formula: C27H42N6O2
Source: the OMol25 dataset
Level of theory: the ωB97M-V functional and the def2-TZVPD basis

```
77
C27H42N6O2, DFT the ωB97M-V functional and the def2-TZVPD basis
C 4.81 4.07 1.60
C 4.30 2.93 0.72
C 3.04 2.29 1.30
C 2.55 1.13 0.43
N 2.25 1.55 -0.93
C 0.98 2.22 -1.08
C -0.27 1.34 -0.98
C 2.51 0.55 -1.93
C 4.02 0.33 -2.16
N 4.52 -0.87 -1.54
C 5.44 -0.89 -0.56
O 6.03 0.10 -0.17
C 5.65 -2.27 0.06
C 4.65 -2.48 1.21
C 3.22 -2.54 0.69
O 2.94 -2.94 -0.42
N 2.31 -2.11 1.60
C 0.93 -1.92 1.44
C 0.23 -1.37 2.53
C -1.11 -1.12 2.45
C -1.83 -1.42 1.27
N -3.14 -1.14 1.24
C -3.83 -1.40 0.14
N -5.18 -1.19 0.21
C -5.73 -0.54 1.38
C -5.90 0.96 1.12
N -6.77 1.16 -0.03
C -7.06 2.56 -0.26
C -6.19 0.53 -1.20
C -6.02 -0.97 -0.94
C -3.21 -1.95 -1.01
C -1.88 -2.24 -1.01
C -1.22 -2.82 -2.22
C -1.12 -1.97 0.17
C 0.25 -2.23 0.28
H 5.70 4.52 1.17
H 4.05 4.85 1.70
H 5.05 3.71 2.60
H 5.08 2.18 0.62
H 4.07 3.31 -0.27
H 3.25 1.90 2.30
H 2.26 3.04 1.40
H 1.68 0.65 0.91
H 3.35 0.39 0.38
H 0.98 2.72 -2.05
H 0.92 3.00 -0.31
H -1.16 1.95 -1.09
H -0.28 0.58 -1.77
H -0.33 0.83 -0.02
H 2.06 0.90 -2.87
H 2.05 -0.43 -1.69
H 4.58 1.17 -1.75
H 4.22 0.27 -3.24
H 4.00 -1.72 -1.72
H 6.66 -2.32 0.45
H 5.51 -3.05 -0.70
H 4.87 -3.43 1.71
H 4.77 -1.67 1.93
H 2.66 -1.81 2.50
H 0.77 -1.13 3.44
H -1.66 -0.70 3.28
H -6.71 -0.99 1.58
H -5.05 -0.70 2.21
H -4.91 1.41 0.97
H -6.37 1.43 1.99
H -7.75 2.65 -1.10
H -6.16 3.15 -0.48
H -7.54 2.97 0.63
H -5.20 0.96 -1.46
H -6.86 0.68 -2.05
H -7.01 -1.40 -0.72
H -5.63 -1.46 -1.83
H -3.79 -2.16 -1.90
H -0.42 -2.17 -2.58
H -1.94 -2.96 -3.03
H -0.77 -3.79 -1.98
H 0.79 -2.66 -0.55
```

Calculated values
SMILES string = CCCCN(CC)CCNC(=O)CCC(=O)Nc1ccc2nc(N3CCN(C)CC3)cc(C)c2c1
E_tot = -41718.299 eV
ΔE to the lowest compared entry with this formula, charge and spin = 2.25 kcal/mol
HOMO energy = -7.489 eV
frontier orbital gap = 7.92 eV